Formula: C22H28N6O3
Source: OMol25
Level of theory: ωB97M-V/def2-TZVPD

Structure (XYZ):
```
59
Properties=species:S:1:pos:R:3:lowdin_charge:R:1
N 0.77 1.58 8.43 0.173
C 1.41 0.80 7.85 -0.192
C 2.19 -0.16 7.14 -0.137
C 2.23 -0.22 5.76 0.077
C 1.51 0.64 4.81 -0.197
C 1.29 2.01 5.01 -0.032
C 0.55 2.75 4.09 -0.055
C 0.01 2.13 2.96 -0.019
C 0.23 0.76 2.72 -0.164
C -0.33 0.11 1.53 -0.171
C -1.01 0.77 0.43 -0.094
N -1.38 -0.08 -0.48 0.021
N -0.98 -1.30 -0.03 0.015
C -0.33 -1.22 1.20 -0.015
C 0.99 0.04 3.65 0.027
C 2.89 -1.18 7.92 -0.531
N 3.40 -0.97 9.16 0.163
O 2.96 -2.33 7.52 0.054
H 2.79 -1.05 5.32 0.132
H 1.70 2.53 5.87 0.108
H 0.37 3.81 4.26 0.109
H -0.57 2.73 2.27 0.102
H -1.18 1.84 0.36 0.109
H -1.08 -2.17 -0.57 0.110
H 0.08 -2.04 1.76 0.125
H 1.16 -1.02 3.49 0.114
H 3.12 -0.13 9.66 0.100
H 3.63 -1.81 9.69 0.119
C -4.14 0.98 -3.04 -0.053
N -2.79 0.41 -3.01 0.031
C -2.22 -0.22 -4.04 -0.469
O -2.79 -0.35 -5.12 0.045
C -0.79 -0.75 -3.85 -0.206
C 0.24 0.03 -4.69 -0.120
C 0.32 1.54 -4.38 -0.424
C 0.85 1.82 -2.98 -0.068
C 1.25 2.22 -5.38 -0.083
N -0.73 -2.17 -4.23 0.119
C -0.98 -3.18 -3.40 -0.516
C -1.09 -4.55 -4.04 0.008
O -1.11 -3.06 -2.19 0.018
H -4.21 1.71 -3.86 0.084
H -4.87 0.19 -3.22 0.086
H -4.36 1.48 -2.10 0.082
H -2.29 0.42 -2.13 0.069
H -0.52 -0.66 -2.80 0.116
H 1.23 -0.41 -4.53 0.125
H -0.02 -0.09 -5.74 0.120
H -0.67 1.99 -4.48 0.133
H 0.94 2.90 -2.82 0.079
H 0.16 1.43 -2.23 0.046
H 1.83 1.35 -2.84 0.087
H 1.30 3.29 -5.17 0.076
H 2.25 1.79 -5.32 0.081
H 0.86 2.09 -6.39 0.078
H -0.68 -2.37 -5.22 0.150
H -0.16 -4.80 -4.54 0.084
H -1.30 -5.29 -3.26 0.085
H -1.91 -4.54 -4.76 0.087
```

Calculated values
Frontier orbital gap = 7.907 eV
Net charge = 0
LUMO = -0.7 eV
SMILES string = N#C/C(=C\c1cccc(-c2cn[nH]c2)c1)C(N)=O.CNC(=O)[C@H](CC(C)C)NC(C)=O
HOMO energy = -8.6 eV

=====

Formula: C22H28NO5SSeV
Source: OMol25
Level of theory: ωB97M-V/def2-TZVPD

Structure (XYZ):
```
59
Properties=species:S:1:pos:R:3:mulliken_spin:R:1
V -0.40 -0.58 -0.24 1.246
C 3.18 4.67 -5.30 0.000
C 2.46 3.97 -4.19 -0.001
C 1.77 2.77 -4.42 0.000
C 1.11 2.12 -3.40 -0.001
C 1.15 2.68 -2.12 0.003
C 1.82 3.87 -1.86 0.000
C 2.47 4.50 -2.90 0.000
S 0.37 1.86 -0.81 -0.003
O 1.18 0.61 -0.49 -0.008
O 0.18 2.74 0.29 -0.001
N -0.94 1.06 -1.30 -0.027
C -2.24 1.63 -0.93 -0.007
C -2.78 0.85 0.26 0.008
O -3.67 1.18 0.97 -0.002
O -2.08 -0.31 0.45 -0.025
H 3.02 4.17 -6.26 0.000
H 4.25 4.70 -5.11 0.000
H 2.84 5.70 -5.39 0.000
H 1.75 2.36 -5.42 0.000
H 0.57 1.20 -3.58 0.003
H 1.81 4.29 -0.86 0.000
H 3.00 5.43 -2.72 0.000
H -2.95 1.52 -1.75 -0.002
H -2.18 2.68 -0.67 -0.001
C -4.52 -2.41 -5.97 0.001
C -3.46 -2.35 -4.91 -0.012
C -3.70 -2.82 -3.62 0.004
C -2.74 -2.78 -2.63 -0.002
C -3.06 -3.35 -1.27 -0.008
C -1.48 -2.25 -2.95 0.001
Se -0.04 -2.36 -1.68 -0.173
C -1.20 -1.76 -4.24 -0.011
C 0.13 -1.17 -4.65 0.004
C -2.21 -1.83 -5.19 0.005
H -5.44 -2.86 -5.59 0.000
H -4.18 -3.01 -6.82 -0.001
H -4.75 -1.41 -6.34 -0.001
H -4.68 -3.22 -3.38 0.000
H -4.13 -3.54 -1.19 0.000
H -2.79 -2.66 -0.47 0.006
H -2.53 -4.29 -1.10 0.001
H 0.79 -0.99 -3.81 -0.003
H -0.04 -0.23 -5.18 -0.001
H 0.64 -1.84 -5.34 0.000
H -2.00 -1.45 -6.19 0.000
C 0.46 -1.39 3.77 -0.001
C -0.88 -2.07 3.43 0.002
C -0.64 -2.57 2.03 0.009
O 0.17 -1.51 1.41 -0.009
C 0.88 -0.75 2.46 0.002
H 1.19 -2.13 4.10 0.000
H 0.36 -0.65 4.56 0.000
H -1.70 -1.35 3.44 0.000
H -1.12 -2.88 4.11 0.000
H -1.54 -2.67 1.43 -0.002
H -0.06 -3.48 1.99 0.002
H 0.57 0.29 2.38 0.005
H 1.95 -0.83 2.25 0.000
```

Calculated values
Frontier orbital gap (alpha / beta) = 6.914 / 7.595 eV
Net charge = +1
LUMO (alpha / beta) = -4.6 / -3.9 eV
⟨S²⟩ = 0.800
2S+1 = 2
HOMO energy (alpha / beta) = -11.6 / -11.5 eV

=====

For reference, ΔE to the lowest compared entry with this formula, charge and spin by record: 43.5 0.0 kcal/mol.